Record 1
Density functional theory data (the ωB97M-V functional and the def2-TZVPD basis) for a cluster of 7 separate species, C31H45BFN7O3 in total in a non-equilibrium geometry.

The charge is 0. As for the HOMO-LUMO gap: 0.3285 hartree. The value obtained for the LUMO energy is -0.7 eV. The SMILES is CCB(O)c1cc2c(c([C@@H](C)CC)c1CCC(C)C)C(=O)N(F)C2=O.CC#N.CC#N.CC#N.CC#N.CC#N.CC#N.

```
88
Properties=species:S:1:pos:R:3:forces:R:3:mulliken_charge:R:1
C -2.03839 -2.31325 -2.91550 -0.632 0.241 -0.054 -1.194
C -3.34963 -2.55195 -2.13706 0.644 -0.219 0.001 -0.563
B -3.23886 -2.79554 -0.59010 -0.435 -0.073 0.182 0.068
O -4.23041 -3.53241 0.04785 0.152 0.653 0.524 -0.603
C -2.03841 -2.33552 0.35120 0.082 -0.217 -0.415 -0.007
C -0.88666 -3.10523 0.21739 0.210 -0.236 0.127 -0.808
C 0.19625 -2.82984 1.01732 -0.629 0.338 0.299 0.139
C 0.12464 -1.80983 1.99042 0.070 0.049 0.077 1.438
C -1.01957 -1.01004 2.17687 -0.055 -0.382 -0.154 0.674
C -1.09696 0.11252 3.21983 -0.412 0.094 0.297 1.792
C -2.35119 0.04861 4.12889 0.140 -0.067 -0.112 -1.835
C 0.08934 0.35182 4.15982 0.055 0.135 0.570 -1.282
C 0.13237 -0.56887 5.39496 -0.289 0.481 -0.181 -1.481
C -2.11117 -1.27954 1.27738 0.623 0.066 0.227 0.554
C -3.39128 -0.46404 1.28756 0.419 0.377 0.153 -1.667
C -3.30673 1.06786 1.05565 -0.256 -0.173 -0.447 -1.153
C -2.51047 1.60659 -0.15617 -0.114 0.238 0.254 0.689
C -1.07599 2.03119 0.16184 0.014 -0.205 -0.565 -1.528
C -2.56578 0.71924 -1.39571 0.469 0.406 0.361 -1.438
C 1.48877 -1.87384 2.63520 0.193 0.451 -0.407 -0.133
O 1.93059 -1.76272 3.72741 -0.176 0.025 0.270 -0.462
N 2.41191 -2.37440 1.56808 0.836 -0.649 0.919 -0.225
F 2.41440 -1.34550 0.58885 -0.333 0.004 -0.319 -0.152
C 1.53961 -3.43871 1.04424 -0.659 0.981 -0.652 -0.242
O 1.91699 -4.53168 0.79131 0.282 -0.651 -0.240 -0.507
H -1.24385 -1.89921 -2.30067 0.112 -0.056 0.055 0.245
H -2.22623 -1.59930 -3.70603 0.142 0.085 -0.144 0.417
H -1.69240 -3.22081 -3.40408 0.133 -0.141 0.132 0.486
H -4.01402 -1.69713 -2.28228 -0.101 0.127 0.055 0.430
H -3.87369 -3.39020 -2.59761 -0.189 -0.082 0.131 0.397
H -5.09603 -3.11367 0.01843 -0.186 -0.454 -0.362 0.335
H -0.82303 -3.90593 -0.51041 -0.031 -0.003 -0.050 0.665
H -1.20933 1.04024 2.66542 0.112 0.037 -0.282 -0.687
H -2.57327 -0.96929 4.44087 -0.093 -0.082 0.023 0.352
H -2.18558 0.64401 5.02183 0.105 0.030 0.093 0.417
H -3.22091 0.48817 3.66440 -0.231 -0.085 -0.111 0.455
H 1.05459 0.41879 3.66961 0.010 -0.175 -0.265 0.697
H -0.08118 1.35165 4.56668 0.001 0.171 -0.166 0.319
H 1.13111 -0.60685 5.81251 0.109 -0.255 -0.040 0.406
H -0.24282 -1.56089 5.15870 0.264 -0.212 0.102 0.296
H -0.51363 -0.14646 6.16206 -0.108 -0.093 0.101 0.427
H -4.10365 -0.84458 0.55788 0.191 -0.227 -0.201 0.359
H -3.85840 -0.65529 2.24851 -0.258 0.124 0.087 0.621
H -4.33882 1.37457 0.87496 -0.137 -0.033 0.166 0.509
H -3.00271 1.59995 1.95019 0.097 0.046 0.151 0.297
H -3.02372 2.52844 -0.43810 -0.085 0.095 0.086 0.522
H -0.55673 2.17711 -0.78718 0.123 0.143 -0.001 0.451
H -0.51564 1.26936 0.69989 0.014 -0.052 0.102 0.178
H -1.04654 2.97866 0.69556 0.031 -0.027 0.260 0.394
H -3.52261 0.21539 -1.46053 -0.077 -0.140 -0.239 0.222
H -2.40089 1.34774 -2.26787 -0.144 -0.082 -0.213 0.476
H -1.73549 0.01703 -1.38371 -0.164 -0.361 0.025 0.206
C 0.57286 4.13798 6.08663 -0.249 -0.225 0.155 -0.750
C -0.75748 3.63447 6.41599 0.198 -0.040 -0.094 0.377
N -1.79967 3.22423 6.66051 -0.189 -0.087 0.021 -0.474
H 0.83365 4.96218 6.74093 0.037 0.057 -0.013 0.441
H 1.30474 3.34085 6.20754 0.021 0.015 -0.004 0.304
H 0.58812 4.48466 5.05849 -0.002 0.040 -0.027 0.106
C 3.67950 -4.00551 -1.93603 0.082 -0.006 -0.069 -0.361
C 3.37672 -4.45041 -3.29124 0.074 0.005 0.139 0.377
N 3.13961 -4.78885 -4.36068 -0.046 -0.032 -0.139 -0.474
H 2.76157 -3.78795 -1.39984 -0.024 -0.036 0.005 -0.181
H 4.21913 -4.78665 -1.40519 -0.028 0.008 0.057 0.373
H 4.29465 -3.10770 -1.96802 0.015 -0.005 -0.002 0.300
C 2.01024 -1.72569 -5.07847 0.060 0.073 -0.009 0.075
C 0.64591 -1.22194 -5.06327 0.099 -0.112 0.051 0.426
N -0.43813 -0.85118 -5.04214 -0.075 0.242 -0.259 -0.470
H 2.70417 -0.90901 -5.26201 0.013 -0.027 -0.086 -0.277
H 2.24219 -2.19047 -4.12443 -0.022 -0.032 -0.006 -0.258
H 2.12461 -2.47033 -5.86338 0.038 -0.049 0.043 0.404
C 1.23082 0.48613 -8.34164 0.013 0.005 -0.049 -0.715
C 2.58616 0.53542 -7.80631 -0.215 -0.019 -0.018 0.440
N 3.64371 0.56263 -7.36483 0.171 0.008 0.147 -0.453
H 0.79649 1.48357 -8.33279 -0.016 0.002 0.011 0.266
H 1.25222 0.11311 -9.36368 -0.003 0.001 -0.006 0.299
H 0.61557 -0.17206 -7.73014 -0.017 0.025 0.018 0.193
C 3.08192 6.31726 3.01829 -0.004 -0.004 0.001 -0.799
C 2.74370 6.32916 4.43628 0.092 0.049 -0.172 0.428
N 2.47800 6.33829 5.55068 0.091 0.118 0.118 -0.413
H 2.21205 6.02574 2.43258 0.004 0.003 -0.012 0.258
H 3.40345 7.30937 2.70857 0.001 0.003 -0.011 0.287
H 3.88733 5.60830 2.83790 0.005 -0.001 -0.009 0.272
C 3.56161 1.45282 -3.49837 0.001 -0.015 0.053 -0.626
C 2.19051 1.95078 -3.48406 0.206 -0.061 0.005 0.430
N 1.11501 2.34539 -3.46273 -0.207 0.072 0.019 -0.433
H 4.25513 2.27076 -3.68096 -0.006 0.012 -0.020 0.304
H 3.79645 0.99637 -2.53803 -0.005 0.001 0.006 0.221
H 3.68230 0.71231 -4.28484 0.050 0.047 -0.054 0.141
```
Forces are in eV/Å.


Record 2
Density functional theory data (the ωB97M-V functional and the def2-TZVPD basis) for the ion C31H45Br2ClIN2O2 with charge +1 in a non-equilibrium geometry.

The charge is +1. As for the HOMO-LUMO gap: 0.2597 hartree. The value obtained for the LUMO energy is -4.3 eV. The SMILES is [H]/N=C(/C)Cc1c(COCCC)c(C)c2c(CCCI)c[n+](CCCCCCCOC)c(/C(Br)=C(/C)Br)c2c1Cl.

```
84
Properties=species:S:1:pos:R:3:forces:R:3:mulliken_charge:R:1
C -4.87485 1.61352 -4.19453 0.166 0.045 0.065 -1.075
C -3.37880 1.76538 -3.68924 -0.812 -0.984 -0.707 -0.315
C -2.43086 1.02838 -4.74411 -0.593 1.911 1.578 0.030
O -2.85714 -0.34056 -4.78055 1.420 0.095 -0.115 -0.313
C -1.78940 -1.26154 -4.56848 -0.408 -1.410 0.865 -1.995
C -1.17968 -1.18225 -3.10774 1.102 0.346 2.143 0.741
C 0.23391 -0.65258 -2.95567 -0.350 -0.120 1.511 -0.066
C 1.02606 -0.15748 -4.23000 -0.162 -0.354 0.171 -1.504
C 1.99052 -1.28317 -4.80164 0.598 0.087 -0.388 0.578
C 1.52350 -2.76408 -5.01428 0.497 0.416 0.584 -1.033
N 3.20826 -0.99741 -5.09303 -1.351 -0.004 0.312 -0.733
C 0.89562 -0.59039 -1.63482 -2.186 -0.545 -2.204 0.977
Cl 2.57770 0.00040 -1.69141 -1.400 -0.673 0.379 -0.163
C 0.14457 -1.00989 -0.41956 0.286 0.318 -0.117 -0.262
C 0.76806 -0.91971 0.91944 -1.187 -0.397 0.716 -0.005
C 2.18589 -0.41089 1.24482 0.331 -0.757 -0.317 -0.660
Br 2.48329 1.51788 1.32602 -0.323 -1.178 -0.209 0.036
C 3.24809 -1.23489 1.44224 -0.287 0.527 0.232 0.564
C 4.71423 -0.80430 1.72692 0.079 -0.439 -0.849 -1.039
Br 2.88734 -3.16611 1.35538 0.356 1.292 -0.024 -0.089
N 0.03848 -1.32244 2.04685 0.124 0.158 -1.671 0.438
C 0.62600 -1.26572 3.43015 -0.564 -0.006 1.451 -1.349
C 0.54176 0.19054 4.06951 -0.516 -0.599 0.115 -0.025
C 1.64366 0.47580 5.17025 -0.129 0.494 0.385 -0.880
C 2.59683 1.69842 4.86173 0.240 0.009 0.422 -0.270
C 1.84812 3.01269 4.42229 0.453 0.346 -0.013 -0.360
C 2.86293 4.20875 4.07779 -1.203 -0.525 0.031 -0.623
C 2.25913 5.13022 2.94573 0.368 -0.423 -0.179 -0.349
O 3.32877 5.42668 2.01303 -1.432 0.446 0.245 -0.353
C 2.86142 6.32062 0.98156 1.005 0.215 -0.389 -0.713
C -1.27288 -1.76784 1.95463 -0.994 0.039 -2.767 -0.656
C -2.00246 -1.85711 0.67676 1.902 0.667 1.771 1.030
C -3.47604 -2.33776 0.83146 0.248 -0.616 0.773 -1.401
C -3.59291 -3.93849 0.74972 -0.809 0.553 1.007 -0.466
C -3.08003 -4.63071 2.09830 -0.301 0.541 -0.399 -0.846
I -1.25794 -5.74619 1.63342 -0.624 0.318 0.455 0.017
C -1.28310 -1.49394 -0.58248 -0.366 -0.248 0.531 0.806
C -1.95353 -1.60979 -1.91369 2.318 1.282 -2.227 0.546
C -3.38807 -2.13197 -2.19645 -0.147 -0.484 1.217 -1.226
H -5.17981 0.53451 -4.18587 0.353 0.925 0.021 0.252
H -4.96264 1.95663 -5.26971 -0.039 -0.140 1.277 0.298
H -5.59222 2.16620 -3.51983 0.767 -0.441 -0.895 0.351
H -3.32282 1.21300 -2.70264 0.273 0.738 -0.941 0.051
H -3.11593 2.84605 -3.55448 -0.064 -0.988 -0.159 0.373
H -1.38358 1.18830 -4.37272 -0.773 -0.578 -0.437 -0.124
H -2.52535 1.57375 -5.72206 0.004 -0.939 0.589 0.441
H -1.01308 -1.25108 -5.37474 -0.589 0.284 0.833 0.230
H -2.26020 -2.29092 -4.62431 0.531 1.162 -0.137 0.571
H 1.67037 0.74050 -3.99259 -0.757 -1.113 -0.028 0.641
H 0.32487 0.21263 -5.03544 0.689 -0.703 0.934 0.294
H 2.44222 -3.40630 -5.11906 -0.893 0.801 0.109 0.365
H 0.98333 -3.08943 -4.08201 0.217 0.125 -1.075 0.248
H 0.91481 -2.91762 -5.94513 0.312 0.338 0.998 0.261
H 3.38795 0.00053 -4.91276 0.049 -0.380 -0.035 0.295
H 5.12264 -0.32453 0.78581 -0.519 -0.418 0.949 0.294
H 4.83089 -0.05462 2.55022 -0.401 -0.746 -0.632 0.198
H 5.36254 -1.70551 1.91416 -0.822 0.954 -0.014 0.375
H -0.05166 -1.91340 4.06348 0.873 0.495 -0.878 0.533
H 1.63721 -1.73742 3.48747 -0.878 0.619 -0.449 0.408
H -0.46082 0.23518 4.59424 1.001 0.052 -0.764 0.427
H 0.49449 0.93636 3.23595 0.321 -0.520 0.890 0.181
H 2.24687 -0.45087 5.41839 -0.608 0.977 -0.471 0.401
H 1.10845 0.73565 6.13424 0.498 -0.348 -1.078 0.344
H 3.41839 1.39643 4.14610 -1.010 0.440 0.494 -0.132
H 3.13408 1.94927 5.82825 -0.516 -0.346 -1.019 0.397
H 1.20726 2.88996 3.50988 0.519 -0.241 0.916 0.166
H 1.17209 3.32049 5.26788 0.527 -0.265 -0.808 0.306
H 3.02940 4.78895 5.03261 0.231 -0.563 -1.226 0.348
H 3.80673 3.74914 3.67868 -0.724 0.659 0.465 0.286
H 1.46809 4.60048 2.32203 0.621 0.362 0.967 0.256
H 1.78100 6.06390 3.36145 0.600 -0.758 -0.370 0.323
H 3.29384 7.33949 1.18536 -0.715 -0.782 -0.203 0.250
H 1.74394 6.36091 0.88513 0.982 -0.086 0.183 0.334
H 3.31512 5.96393 0.01626 -0.567 0.336 0.821 0.227
H -1.77693 -2.06621 2.91095 0.739 0.518 -1.160 0.325
H -4.21721 -1.81720 0.17452 1.002 -0.584 0.442 0.442
H -3.81109 -2.09618 1.88784 0.479 -0.060 -1.176 0.495
H -3.06885 -4.35946 -0.14312 -0.607 0.333 0.826 0.394
H -4.70646 -4.14442 0.71851 1.263 0.086 -0.359 0.295
H -2.81292 -3.88263 2.89256 -0.169 -0.787 -0.884 0.271
H -3.86924 -5.29398 2.54703 1.070 0.377 -0.658 0.480
H -4.17537 -1.41657 -1.81099 0.917 -0.776 -0.459 0.219
H -3.49732 -3.12035 -1.65673 -0.143 1.197 -0.630 0.185
H -3.63782 -2.33348 -3.26288 0.611 0.443 0.848 0.427
```
Forces are in eV/Å.